# 1
DFT (wB97M-V/def2-TZVPD) results for a molecular structure, C39H32F5N8O3PSTl at a distorted geometry.

The geometry in XYZ format:
```
90
Properties=species:S:1:pos:R:3:forces:R:3:mulliken_charge:R:1
Tl -0.344 0.536 -0.935 0.3101 -0.0227 -0.1708 0.903
O 0.031 -4.384 -0.742 -0.3564 -0.6288 -0.0219 -0.746
C 0.556 -3.301 -0.536 0.9769 -0.3425 0.4436 0.465
O 0.069 -2.147 -0.713 -0.7252 0.1519 -0.2991 -0.302
C 2.003 -3.197 0.022 -0.4608 0.4447 -0.2323 -1.390
P 2.215 -1.360 -0.036 1.0323 -0.2071 0.3018 0.193
C 1.419 -0.779 1.516 0.3613 0.6476 -0.3156 -0.373
C 1.868 0.396 2.001 -0.0240 -0.7055 -0.5058 -0.075
C 1.415 0.949 3.254 -0.2624 0.1101 0.6466 -0.785
C 0.509 0.314 3.997 0.1835 0.0087 -0.0379 -0.995
C -0.179 -0.917 3.522 -0.0079 -0.1575 0.1203 -0.530
C 0.302 -1.499 2.183 -0.1073 -0.3822 -0.2601 -0.058
C 3.963 -1.338 0.609 -0.1600 0.1236 -0.1784 0.222
C 4.951 -1.001 -0.308 -0.1116 -0.0106 0.0080 -0.474
C 6.288 -1.002 0.050 0.2502 -0.0171 0.0034 -0.564
C 6.654 -1.342 1.341 0.1550 0.0286 -0.0612 -0.484
C 5.678 -1.670 2.267 0.0183 -0.0399 0.1969 -0.763
C 4.343 -1.664 1.907 0.0935 -0.0626 0.0337 -0.060
H 2.739 -3.678 -0.628 -0.1333 0.0299 0.0442 0.474
H 2.100 -3.626 1.024 -0.0578 -0.0082 -0.1220 0.415
H 2.680 0.907 1.495 -0.0006 -0.0005 -0.0845 0.376
H 1.869 1.866 3.601 0.0274 0.1066 0.0962 0.388
H 0.188 0.688 4.959 0.0404 0.1743 0.0705 0.472
H -0.182 -1.672 4.314 -0.0972 0.0499 -0.0911 0.306
H 0.509 -2.569 2.233 0.0628 0.0738 0.0778 0.711
H 4.657 -0.730 -1.314 -0.0071 0.0449 -0.0909 0.371
H 7.044 -0.733 -0.674 0.0612 0.0333 -0.0600 0.420
H 7.697 -1.348 1.628 0.0629 0.0223 0.0113 0.385
H 5.964 -1.928 3.278 0.0058 -0.0271 0.0691 0.400
H 3.590 -1.909 2.645 -0.0576 -0.0142 0.0377 0.382
C -4.428 -0.140 -3.551 0.0633 0.1172 0.0038 -1.000
C -3.363 0.398 -2.852 -0.2579 0.1032 -0.1792 -0.241
N -2.544 -0.347 -2.121 0.1005 0.0638 0.1699 0.224
C -2.740 -1.650 -2.057 -0.3331 -0.2308 0.0596 -0.463
C -3.772 -2.298 -2.743 -0.2227 0.6864 -0.0240 0.444
C -4.637 -1.510 -3.495 0.2517 -0.1668 0.2420 -0.389
C -3.936 -3.747 -2.642 0.1659 -0.4496 -0.1121 -1.035
C -2.973 -4.642 -2.876 -0.5484 0.0403 0.2541 -0.762
C -1.642 -4.337 -3.379 0.7995 -0.3068 -0.2498 1.220
C -0.604 -5.267 -3.267 -0.1726 0.3754 -0.2789 -0.546
C 0.608 -4.915 -3.833 -0.1946 -0.2327 0.0302 -0.174
N 0.799 -3.752 -4.440 0.4725 0.0654 -0.0637 -0.648
C -0.239 -2.934 -4.466 0.1112 0.1801 -0.1928 -0.220
N -1.445 -3.172 -4.000 -0.2336 -0.0717 -0.0107 -0.387
H -5.080 0.499 -4.128 -0.0260 0.0518 -0.0371 0.391
H -3.150 1.458 -2.856 -0.0340 0.1514 -0.0651 0.357
H -2.044 -2.195 -1.432 0.0746 -0.1907 0.0013 0.660
H -5.445 -1.967 -4.052 -0.0681 -0.0287 0.0107 0.478
H -4.920 -4.092 -2.346 -0.0055 -0.1214 0.0541 0.419
H -3.165 -5.693 -2.705 -0.1137 -0.0463 0.0592 0.381
H -0.736 -6.202 -2.749 -0.0122 -0.0516 0.0833 0.317
H 1.461 -5.582 -3.814 -0.0156 -0.0821 0.0999 0.418
H -0.085 -1.973 -4.941 0.0098 0.0648 -0.0329 0.493
F 3.418 2.118 -1.969 0.0821 -0.0704 -0.0894 -0.461
C 3.254 2.677 -0.770 0.0711 0.2653 0.4965 0.076
C 2.005 3.133 -0.386 0.1873 -0.0713 0.1605 -0.471
C 1.870 3.723 0.858 0.5757 -0.0478 -0.0849 0.420
F 0.687 4.194 1.253 -0.1346 0.0212 0.0954 -0.400
C 2.962 3.877 1.706 -0.0465 -0.0263 -0.1482 0.181
F 2.828 4.472 2.901 0.0116 -0.0744 -0.1072 -0.415
C 4.215 3.435 1.297 -0.1645 -0.0297 -0.0462 0.735
F 5.271 3.626 2.098 -0.1373 -0.1029 -0.1778 -0.343
C 4.369 2.825 0.056 -0.1176 0.0625 -0.0532 0.361
F 5.586 2.438 -0.345 -0.2030 0.0197 0.0707 -0.401
C -2.163 5.722 -1.841 0.1478 -0.0323 -0.0563 -1.086
N -2.520 4.435 -1.311 -0.0449 0.0320 -0.0389 0.106
C -3.356 4.389 -0.143 -0.1570 -0.2592 0.2444 -0.429
C -2.968 3.020 0.460 -0.4598 0.6716 -0.1164 -0.102
O -3.578 2.500 1.379 -0.2271 0.0220 0.1567 -0.775
N -1.891 2.558 -0.179 0.2056 -0.4141 0.1610 0.497
C -1.584 3.405 -1.192 -0.1514 0.3562 -0.2992 -0.187
N -0.567 3.209 -1.956 0.2083 0.1621 -0.5251 -0.481
H -3.066 6.330 -1.912 0.0673 0.0268 -0.0774 0.372
H -1.740 5.614 -2.841 -0.0320 0.1002 -0.0029 0.319
H -1.432 6.246 -1.206 -0.0415 0.0142 -0.0449 0.320
H -4.421 4.442 -0.386 0.0605 -0.0319 0.1113 0.326
H -3.109 5.183 0.577 -0.0502 -0.0427 -0.0066 0.299
H 1.130 3.049 -1.040 0.1438 0.0081 0.0424 0.914
H -0.492 3.890 -2.704 -0.0880 0.0564 0.0559 0.067
S -1.350 -1.310 1.368 -0.0863 0.3517 0.9487 -0.289
C -1.661 -0.614 3.121 0.5420 -0.0566 -0.7233 1.327
N -1.958 0.795 3.066 -0.4101 0.1218 -0.2123 0.243
C -2.977 1.329 3.757 -0.0784 -0.0513 0.3834 0.012
C -3.736 0.566 4.589 -0.0279 0.3692 -0.0509 -1.090
C -3.508 -0.834 4.525 0.2470 -0.1222 -0.0136 -0.189
N -2.570 -1.393 3.851 -0.4593 -0.6355 0.2895 -0.781
H -1.613 1.294 2.255 -0.1362 0.0588 0.1689 -0.187
H -3.150 2.386 3.619 0.0375 -0.0710 -0.0809 0.455
H -4.537 0.983 5.171 -0.0887 0.0927 0.0229 0.366
H -4.161 -1.516 5.061 -0.1287 -0.0173 0.0963 0.467
```
Forces are in eV/Å.

Values from the calculation:
Relative energy (zero: lowest compared OMol25 entry of this formula, charge and spin) in kJ/mol: 181.91
Charge: -1
Gap between HOMO and LUMO in eV: 7.248
Spin multiplicity: 1

=====

# 2
DFT (wB97M-V/def2-TZVPD) results for a molecular structure, C16H7F5IN3O2S3Ti at a distorted geometry.

The geometry in XYZ format:
```
38
Properties=species:S:1:pos:R:3:forces:R:3:mulliken_charge:R:1
Ti 0.691 -1.518 -0.345 -1.6869 0.8814 1.6838 0.151
F -3.355 1.838 3.680 0.0734 -0.0776 -0.0444 -0.275
C -2.538 0.880 3.265 -0.2239 0.2485 0.1469 0.710
C -1.754 1.072 2.146 -0.0049 0.1675 -0.0994 -0.257
F -1.807 2.207 1.455 0.0489 -0.0441 -0.0083 -0.289
C -0.932 0.040 1.763 0.1621 0.2510 -0.3048 0.456
F -0.130 0.231 0.650 -0.2530 0.2994 0.0474 -0.136
C -0.836 -1.175 2.387 0.2105 -0.3788 -0.0230 0.226
S 0.238 -2.438 1.789 0.1333 0.1989 -0.0337 -0.336
C -1.633 -1.332 3.506 -0.0945 -0.3597 0.3140 0.407
F -1.615 -2.475 4.184 0.0254 0.0865 -0.0724 -0.305
C -2.469 -0.323 3.945 -0.2114 -0.0670 0.3202 0.114
F -3.222 -0.508 5.021 0.0674 0.0281 -0.1174 -0.255
I -3.972 -4.249 -3.238 -0.0419 -0.0470 -0.0295 0.207
C -2.852 -2.819 -2.285 0.0619 -0.0170 0.0209 -0.688
C -3.143 -1.480 -2.136 -0.1181 0.1432 -0.0094 -0.171
N -2.139 -0.930 -1.445 0.0747 0.2612 0.1314 -0.086
N -1.196 -1.835 -1.118 -0.8651 -0.4094 -0.8693 0.450
C -1.630 -2.988 -1.640 0.1054 -0.1492 0.2316 -0.495
H -3.991 -0.898 -2.464 0.0673 -0.0296 0.0149 0.476
H -2.014 0.040 -1.199 -0.0475 -0.0393 0.0126 0.146
H -1.058 -3.891 -1.500 0.0260 -0.0310 -0.0277 0.579
O 4.039 -3.102 -0.197 0.0606 -0.0072 -0.0872 -0.581
S 2.983 -2.680 -1.034 0.0744 -0.0453 -0.1579 1.221
O 1.617 -3.255 -0.776 0.6453 -0.7809 -0.1399 -0.498
N 2.529 -1.080 -0.960 0.9072 -0.1869 -0.4922 -0.617
C 2.054 -0.743 -2.200 0.8983 -0.1355 -0.4034 0.973
S 0.818 0.334 -2.312 -0.1448 0.0749 0.0008 -0.271
C 2.597 -1.612 -3.282 -0.0294 0.2408 0.3176 0.465
C 2.519 -1.448 -4.645 0.0354 0.0608 -0.2753 -0.686
C 3.138 -2.401 -5.451 -0.0327 0.0349 0.0166 -0.590
C 3.805 -3.492 -4.901 0.0371 -0.0300 -0.0614 -0.500
C 3.858 -3.685 -3.524 -0.0265 -0.0106 -0.0118 -0.729
C 3.239 -2.726 -2.756 0.0907 -0.1621 0.0300 0.443
H 2.011 -0.590 -5.067 0.0259 -0.0366 -0.0185 0.434
H 3.107 -2.289 -6.526 0.0112 0.0112 0.0103 0.411
H 4.290 -4.207 -5.553 -0.0296 0.0165 -0.0066 0.418
H 4.356 -4.541 -3.086 -0.0317 0.0402 -0.0055 0.477
```
Forces are in eV/Å.

Values from the calculation:
Relative energy (zero: lowest compared OMol25 entry of this formula, charge and spin) in kJ/mol: 42.55
Charge: +1
Gap between HOMO and LUMO (alpha / beta) in eV: 6.933 / 6.886
Spin multiplicity: 2

=====

# 3
DFT (wB97M-V/def2-TZVPD) results for 4 unconnected molecules or ions with the total composition C33H65BrN4O4S2 at a distorted geometry.

The geometry in XYZ format:
```
109
Properties=species:S:1:pos:R:3:forces:R:3:mulliken_charge:R:1
C -3.029 1.864 2.095 -0.6900 -1.0056 1.4357 -0.496
O -1.910 2.551 1.409 -2.0862 2.6154 0.4476 -0.067
C -2.230 3.962 1.126 0.0108 -1.7798 -3.1704 -0.508
S -1.877 5.132 2.546 0.3349 0.5184 0.6284 0.403
C -3.386 6.079 3.112 -0.8971 1.7535 -0.0758 -0.693
C -4.439 6.507 1.933 -2.0094 -0.1389 1.7102 -0.196
C -5.579 5.316 1.769 0.0670 -0.1841 0.9337 -0.730
Br -3.608 7.099 0.214 -0.4283 -0.5731 1.2845 -0.047
N -0.772 6.394 1.944 5.1874 -3.9370 1.2141 -0.271
C 0.514 5.851 2.046 -0.0243 0.7040 -2.8047 0.245
S 2.121 5.324 1.662 -6.3913 2.1176 1.8622 0.039
H -2.748 1.788 3.250 -0.6546 0.0071 -2.4763 0.273
H -4.055 2.422 2.017 2.0073 -0.8039 -0.1034 0.248
H -3.210 0.766 1.663 0.8119 2.5582 0.7821 0.127
H -1.509 4.297 0.234 -1.4009 -0.5607 2.1748 0.469
H -3.321 4.060 0.713 1.9159 0.0689 1.1353 0.356
H -3.915 5.418 3.953 1.3023 1.3632 -1.9602 0.429
H -2.992 7.096 3.596 -0.4100 -2.4844 -0.9555 0.381
H -5.037 7.451 2.353 1.6561 -1.9905 -1.0179 0.419
H -5.245 4.436 2.503 -0.8186 1.6816 -1.8575 0.128
H -6.612 5.704 2.221 2.2854 -0.8015 -1.2819 0.292
H -5.711 4.927 0.673 0.2390 0.8312 2.1859 0.286
C -0.751 -3.164 -0.592 0.0049 0.1017 0.4207 -1.387
C -1.071 -2.521 -1.976 0.0721 -1.9520 0.4536 2.180
C 0.191 -2.545 -2.888 -0.1715 0.4824 -0.2873 -1.834
C 1.242 -1.508 -2.510 0.1197 -0.1140 -0.0131 -0.168
C 0.628 -0.117 -2.424 -0.2093 -0.1883 -0.2576 -1.433
C -0.600 -0.059 -1.480 0.6856 1.2857 1.2778 1.952
N -1.611 -1.134 -1.771 -0.8030 1.1383 -4.8146 0.296
O -2.299 -0.766 -2.943 1.4301 -0.8563 3.4073 -0.520
C -0.106 -0.166 -0.011 0.1907 -0.2834 0.0749 -1.500
C -1.221 1.374 -1.549 -0.3081 -0.4534 -0.6805 -1.734
C -2.112 -3.502 -2.612 -0.1971 0.8154 -0.3139 -1.910
H 0.317 -3.366 -0.464 -0.0780 0.1134 0.0179 0.294
H -1.081 -2.544 0.247 0.0931 0.0523 -0.1695 -0.112
H -1.274 -4.116 -0.443 0.1390 0.1707 -0.3119 0.507
H -0.107 -2.362 -3.937 -0.1098 -0.0143 0.4096 0.379
H 0.649 -3.541 -2.875 -0.2991 0.0417 0.1500 0.405
H 1.719 -1.780 -1.561 -0.0498 0.0430 -0.0107 0.305
H 2.042 -1.509 -3.262 -0.1244 0.0164 0.1421 0.367
H 1.395 0.592 -2.093 -0.2749 0.0217 0.1452 0.290
H 0.340 0.201 -3.436 -0.1604 -0.0637 0.1930 0.336
H -0.948 -0.212 0.689 0.0446 -0.0314 -0.1156 -0.142
H 0.497 0.710 0.267 -0.2359 -0.0988 -0.2894 0.489
H 0.538 -1.029 0.172 -0.1782 0.0170 -0.0604 0.453
H -1.505 1.660 -2.568 -0.0462 -0.2785 0.1624 0.427
H -0.500 2.130 -1.213 0.0824 -0.4147 0.0664 0.340
H -2.103 1.453 -0.909 0.0373 -0.1270 -0.0798 0.388
H -3.043 -3.521 -2.034 0.1641 0.0796 -0.0589 0.448
H -1.717 -4.526 -2.637 0.1803 0.3585 0.2322 0.457
H -2.358 -3.246 -3.649 0.0314 0.1568 0.2935 0.372
C -4.190 -4.254 6.212 0.3161 -0.3262 -0.0111 -1.687
C -4.284 -2.720 5.948 -1.2265 -1.1777 1.1274 1.857
C -5.291 -2.430 4.797 0.2922 0.4657 -0.1598 -1.401
C -4.752 -2.761 3.411 -0.1353 -0.0952 -0.0198 -0.857
C -3.408 -2.087 3.174 -0.1799 0.1199 0.2439 0.067
C -2.372 -2.405 4.282 1.4653 -0.8721 -1.0621 1.538
N -2.912 -2.177 5.668 -1.3949 4.9399 -0.6677 0.256
O -2.950 -0.786 5.886 0.4544 -3.7314 -0.3059 -0.498
C -1.904 -3.878 4.121 -0.2384 -0.2551 0.0061 -1.851
C -1.073 -1.581 4.008 -0.5409 0.3628 0.3474 -1.440
C -4.917 -2.153 7.263 0.5298 0.6264 -0.3156 -1.876
H -4.719 -4.839 5.453 0.1272 0.0600 0.0115 0.334
H -3.158 -4.612 6.257 -0.1473 0.1511 -0.1216 0.326
H -4.614 -4.537 7.183 -0.0754 0.2811 -0.2662 0.483
H -5.568 -1.359 4.809 0.2333 -0.2769 0.1630 0.383
H -6.224 -2.982 4.961 0.2395 0.0013 0.2463 0.369
H -4.668 -3.847 3.286 0.0541 0.1017 0.0115 0.297
H -5.470 -2.424 2.651 0.1099 -0.0979 0.1182 0.418
H -3.022 -2.394 2.195 0.2199 -0.0230 0.2232 0.067
H -3.567 -1.001 3.109 0.1004 -0.0784 0.2396 -0.202
H -1.232 -4.172 4.934 -0.1386 0.1125 -0.0753 0.383
H -1.353 -4.016 3.180 -0.1380 0.3067 0.2106 0.348
H -2.726 -4.596 4.081 0.0666 0.1284 0.1276 0.391
H -1.262 -0.503 3.956 -0.0761 -0.1846 0.2180 0.221
H -0.629 -1.857 3.042 -0.2986 -0.2166 0.1886 0.288
H -0.319 -1.763 4.779 -0.1323 0.0201 0.0061 0.468
H -4.249 -2.300 8.120 -0.0493 0.0169 -0.2083 0.463
H -5.863 -2.660 7.489 0.3184 -0.1339 -0.3111 0.460
H -5.153 -1.085 7.193 0.2504 -0.1841 -0.0696 0.344
C 8.011 -0.978 -4.755 0.1239 -0.0930 0.4283 -1.649
C 6.738 -0.475 -5.503 1.5740 -1.0253 -0.7480 1.834
C 7.040 0.859 -6.247 -0.5604 0.1795 0.0325 -1.352
C 7.130 2.070 -5.325 0.1525 0.0137 -0.0445 -0.519
C 5.891 2.177 -4.447 -0.1189 -0.1616 -0.3288 -1.204
C 5.601 0.876 -3.656 0.1335 0.6813 1.8500 1.958
N 5.602 -0.349 -4.529 -3.5375 1.5665 -3.3151 0.288
O 4.403 -0.346 -5.268 3.0086 -0.3873 2.2704 -0.495
C 6.656 0.733 -2.524 0.3340 -0.0258 -0.0808 -1.951
C 4.257 1.049 -2.877 -0.1181 -0.1947 -0.7506 -2.169
C 6.494 -1.564 -6.601 -0.8072 0.3205 0.2172 -1.907
H 8.817 -0.238 -4.763 -0.1144 -0.0200 0.0762 0.328
H 7.809 -1.249 -3.715 -0.0524 0.1618 -0.1614 0.316
H 8.418 -1.896 -5.197 -0.1914 0.3112 -0.1409 0.487
H 6.247 1.055 -6.992 0.1326 -0.2382 0.3152 0.384
H 7.973 0.773 -6.817 -0.1262 -0.2823 0.1480 0.362
H 8.037 2.014 -4.713 -0.0884 -0.0128 -0.0013 0.284
H 7.229 2.981 -5.930 0.0062 -0.1617 0.1161 0.383
H 6.015 3.020 -3.757 -0.0989 -0.2734 0.1357 0.389
H 5.031 2.431 -5.082 0.0319 -0.2388 0.1129 0.366
H 6.539 -0.217 -1.990 -0.0184 0.0986 -0.1475 0.369
H 6.549 1.536 -1.782 -0.2027 -0.1344 -0.3134 0.427
H 7.687 0.802 -2.877 -0.1521 -0.1170 -0.0324 0.420
H 3.418 1.294 -3.537 0.2140 -0.2293 -0.0332 0.448
H 4.325 1.874 -2.156 0.3355 -0.1658 -0.2007 0.459
H 4.005 0.144 -2.318 0.0573 -0.0280 -0.0986 0.486
H 6.250 -2.533 -6.149 0.0189 0.2051 -0.0001 0.457
H 7.391 -1.702 -7.218 -0.0243 0.2318 0.4019 0.469
H 5.688 -1.296 -7.293 0.0454 -0.0007 0.3239 0.350
```
Forces are in eV/Å.

Values from the calculation:
Charge: +1
Gap between HOMO and LUMO (alpha / beta) in eV: 5.240 / 5.832
Spin multiplicity: 4